[1]
# C51H42MoN4O8

A molecular structure, C51H42MoN4O8 at a distorted geometry (ωB97M-V with the def2-TZVPD basis set, the Open Molecules 2025 dataset).

Values from the calculation:
Spin multiplicity = 3
Calculated total energy = -77768.16796 eV
⟨S²⟩ = 2.01
LUMO level (alpha / beta) = -0.24 / -0.30 eV

Each line ends with the Mulliken charge.
Atoms and positions in Å:
Mo1 0.325 -0.336 0.552  -1.1692
O1 0.332 -0.137 -2.240  1.5015
O2 -2.272 -3.576 0.499  -0.7719
O3 0.858 -1.110 2.183  -0.0284
O4 1.444 -5.367 -2.834  -0.5704
O5 3.863 -0.841 -1.342  -0.7933
O6 -1.304 -1.584 0.792  -0.3446
O7 2.105 -0.169 -0.090  -0.7473
O8 -0.988 0.755 0.124  0.4403
N1 0.139 0.030 -4.548  0.7019
N2 0.769 -2.126 -0.348  1.8644
N3 1.077 1.682 1.541  1.7208
N4 0.982 0.441 -5.583  -0.0271
C1 -4.021 1.621 3.852  -0.8473
C2 3.742 -3.912 3.016  -0.8997
C3 0.489 2.882 1.340  0.1433
C4 0.908 -0.084 4.369  -0.0466
C5 -3.400 1.790 -3.061  -0.6078
C6 -0.141 -3.102 -0.487  0.1436
C7 -1.150 -1.288 -6.135  -0.4210
C8 2.169 0.507 -3.682  -1.3531
C9 -0.505 3.031 0.233  -1.8749
C10 -2.512 1.553 -2.026  0.6767
C11 -4.000 0.623 2.890  -0.6980
C12 2.207 0.722 -5.019  0.3114
C13 3.338 1.172 -5.867  -1.6172
C14 -4.393 2.744 -2.916  -0.7184
C15 1.682 -0.741 3.229  1.5884
C16 2.722 0.298 2.710  -1.4087
C17 2.408 -2.015 3.672  -0.2545
C18 2.048 1.612 2.478  -0.0476
C19 2.426 2.707 3.240  -0.8493
C20 0.839 0.100 -3.336  -0.1496
C21 1.269 -4.319 -1.994  0.8239
C22 -1.360 -2.786 0.328  0.0514
C23 1.580 0.495 5.444  0.2780
C24 0.877 1.111 6.463  -1.1917
C25 -2.637 -2.361 -4.071  -1.1715
C26 -2.405 1.891 1.601  0.3296
C27 2.365 -2.511 4.967  -0.5147
C28 0.822 4.007 2.082  -0.7289
C29 -0.506 1.152 6.428  -0.7258
C30 3.720 -4.389 4.317  -0.6013
C31 -0.476 -0.035 4.338  -0.1380
C32 -2.425 2.883 2.569  0.0164
C33 0.059 -4.212 -1.282  -1.0780
C34 -2.175 -2.174 -6.406  -0.7813
C35 1.804 3.934 3.054  -1.1123
C36 3.087 -2.737 2.696  -0.1904
C37 -1.632 -1.457 -3.789  0.3148
C38 -2.617 2.248 -0.831  -1.1333
C39 -1.624 1.960 0.296  2.1036
C40 -3.619 3.198 -0.686  -0.2389
C41 -0.889 -0.892 -4.824  0.7282
C42 -4.498 3.447 -1.726  -0.9919
C43 0.452 1.345 -6.588  -1.3475
C44 -3.200 0.759 1.772  -0.3042
C45 -3.234 2.748 3.686  -0.6846
C46 3.021 -3.690 5.285  -0.8756
C47 -2.936 -2.703 -5.379  -0.7454
C48 1.963 -2.255 -0.986  0.1623
C49 2.237 -3.340 -1.822  -1.3056
C50 2.763 -1.044 -0.828  1.0359
C51 -1.177 0.570 5.368  -0.7687
H1 -1.822 3.771 2.464  0.4111
H2 -3.733 -3.397 -5.596  0.4285
H3 -5.277 4.185 -1.600  0.4045
H4 3.207 2.603 3.977  0.5245
H5 3.250 2.233 -6.100  0.2880
H6 0.583 2.389 -6.290  0.3331
H7 -0.999 -0.487 3.503  0.4187
H8 -0.608 1.161 -6.735  0.5360
H9 2.659 0.457 5.495  0.5847
H10 -3.317 1.223 -3.979  0.5072
H11 -4.610 -0.260 3.005  0.4162
H12 -3.189 -0.014 1.015  0.3392
H13 -3.188 -2.794 -3.251  0.5403
H14 -0.532 -0.946 -6.949  0.5303
H15 -1.732 0.813 -2.117  -0.4199
H16 -0.932 4.034 0.219  0.5071
H17 1.411 1.563 7.287  0.4313
H18 -5.096 2.930 -3.716  0.3991
H19 -3.248 3.532 4.430  0.4637
H20 -3.728 3.731 0.247  0.4731
H21 -0.711 -4.960 -1.359  0.6275
H22 -2.371 -2.447 -7.433  0.4176
H23 4.269 -4.452 2.245  0.4314
H24 3.090 -2.380 1.673  0.3084
H25 0.008 2.844 -0.721  0.5074
H26 3.197 -3.385 -2.316  0.4937
H27 0.326 4.943 1.870  0.5518
H28 0.977 1.183 -7.529  0.3978
H29 2.979 -4.062 6.299  0.4316
H30 4.229 -5.308 4.568  0.3829
H31 3.133 -0.073 1.769  0.6996
H32 1.814 -1.987 5.734  0.4153
H33 3.532 0.403 3.432  0.6786
H34 2.977 0.567 -2.982  0.6355
H35 -4.651 1.522 4.726  0.4055
H36 4.270 1.011 -5.334  0.4216
H37 2.085 4.801 3.631  0.4413
H38 3.361 0.618 -6.803  0.3777
H39 2.308 -5.294 -3.261  0.3159
H40 -1.401 -1.226 -2.762  -0.1471
H41 -1.056 1.639 7.221  0.4314
H42 -2.254 0.594 5.333  0.5973

[2]
# C51H43DyN5OS4Sb

A molecular structure, C51H43DyN5OS4Sb at a distorted geometry (ωB97M-V with the def2-TZVPD basis set, the Open Molecules 2025 dataset).

Values from the calculation:
Spin multiplicity = 6
Charge = -2
Calculated total energy = -137046.09309 eV
Energy above the lowest of the compared OMol25 structures with the same formula, charge and spin = 7.8 kcal per mole
⟨S²⟩ = 9.33
LUMO level (alpha / beta) = 3.97 / 3.97 eV

Each line ends with the Mulliken charge.
Atoms and positions in Å:
Dy1 0.453 -1.045 0.304  0.4482
Sb1 -3.647 1.774 -0.708  0.2245
S1 -4.154 -1.589 -2.681  -0.3471
S2 -1.851 -2.570 1.392  0.0661
S3 -1.902 0.155 -3.792  -0.1957
S4 -4.323 0.025 -5.224  -0.4446
O1 -0.455 -3.100 1.339  -0.4269
N1 1.377 -0.462 -2.297  -0.6450
N2 -2.020 -1.215 0.879  -0.1344
N3 1.488 -0.664 2.227  -0.0433
N4 0.449 1.275 0.353  0.0071
N5 2.204 -2.470 -0.092  -0.0329
C1 2.675 3.919 -4.015  -0.5810
C2 0.109 3.574 -0.148  -1.9698
C3 2.131 3.198 -2.969  -0.2489
C4 2.083 -3.614 -3.727  0.7223
C5 0.159 2.879 -4.290  -0.0178
C6 3.424 -4.980 -5.197  -0.6697
C7 2.388 -5.179 -6.102  -0.5000
C8 3.522 -3.764 3.168  -1.0074
C9 -1.151 2.859 4.236  0.1015
C10 0.234 1.980 1.511  0.8198
C11 1.874 -2.891 -2.490  -0.3672
C12 0.409 1.816 -1.989  0.9639
C13 -5.734 1.279 -1.002  -0.7688
C14 0.448 1.574 2.756  1.3386
C15 0.986 -3.798 -4.645  -0.6254
C16 -1.428 3.914 5.077  -0.7844
C17 0.372 0.355 -2.200  -0.5071
C18 -0.923 -0.393 -2.326  3.4607
C19 0.150 2.521 3.905  -0.7413
C20 5.282 -4.429 4.705  -0.7996
C21 -3.558 -0.590 -3.854  0.1995
C22 2.222 -1.231 4.241  -1.1318
C23 1.161 3.191 4.507  -0.4627
C24 3.380 -5.864 4.456  -1.0361
C25 3.290 -4.387 -0.843  -1.6944
C26 2.837 -3.092 0.975  0.8250
C27 -4.865 2.674 2.072  -1.4770
C28 0.911 4.239 5.388  -0.8273
C29 3.502 -4.291 0.472  -0.8640
C30 4.588 -5.579 5.014  -0.2730
C31 -0.392 4.589 5.675  -0.3337
C32 3.289 -4.188 -4.047  -0.3897
C33 2.440 -3.196 -1.272  0.2290
C34 -4.976 4.674 -1.328  -1.4650
C35 0.770 3.493 -5.392  -0.9390
C36 4.771 -3.560 3.724  0.3226
C37 2.199 -1.637 2.901  0.0811
C38 -6.136 0.157 -0.110  -1.1493
C39 2.059 3.986 -5.264  -0.3823
C40 -0.083 3.421 1.229  -0.6188
C41 0.881 2.676 -3.092  -0.7341
C42 0.353 2.200 -0.666  -0.1233
C43 2.811 -2.804 2.304  1.1875
C44 -3.671 3.897 -1.185  -0.5736
C45 2.844 -4.950 3.522  0.1700
C46 1.154 -4.568 -5.771  -0.8684
C47 0.850 -1.801 -2.499  0.9646
C48 1.107 0.346 3.141  0.4031
C49 -0.477 -1.796 -2.497  -1.0420
C50 1.567 -0.028 4.399  -1.0473
C51 -3.724 1.848 1.476  0.2286
H1 3.671 -5.078 -1.561  0.5891
H2 -0.291 4.220 1.911  0.3967
H3 0.225 3.475 -6.325  0.4146
H4 4.931 -6.168 5.858  0.3004
H5 -5.814 2.384 1.592  0.3635
H6 1.866 -5.123 3.120  0.5143
H7 -5.571 4.290 -2.148  0.3274
H8 4.037 -5.033 1.100  0.3214
H9 2.915 -6.746 4.773  0.4387
H10 -1.912 2.290 3.734  0.5355
H11 3.663 4.458 -3.915  0.2533
H12 -6.388 2.229 -0.833  0.3246
H13 -5.529 -0.722 -0.298  0.1677
H14 -7.182 -0.055 -0.267  0.3988
H15 1.701 4.857 5.754  0.3854
H16 2.192 2.994 4.343  0.4896
H17 -1.632 -0.213 -1.513  -1.3169
H18 -5.774 0.923 -1.998  0.5756
H19 1.482 0.483 5.330  0.5826
H20 2.699 3.098 -2.053  0.4230
H21 -2.986 4.028 -2.025  0.4979
H22 2.589 -5.694 -7.049  0.3560
H23 6.284 -4.280 5.085  0.3403
H24 2.613 4.522 -6.071  0.3031
H25 -4.957 2.448 3.159  0.3781
H26 -2.428 4.330 5.246  0.3768
H27 0.463 -4.752 -6.546  0.4095
H28 5.389 -2.706 3.429  0.3671
H29 4.429 -5.338 -5.414  0.2987
H30 -0.882 2.483 -4.354  0.3101
H31 -2.741 2.224 1.752  -0.5922
H32 0.037 -3.281 -4.510  0.4146
H33 -6.094 0.348 0.977  0.3051
H34 -4.799 5.770 -1.474  0.3679
H35 -5.546 4.606 -0.461  0.3546
H36 -0.613 5.358 6.391  0.3753
H37 -3.764 0.789 1.736  0.4345
H38 2.695 -1.877 5.002  0.3634
H39 -4.666 3.739 2.017  0.3338
H40 -1.058 -2.701 -2.562  0.6290
H41 -0.048 4.424 -0.835  0.4889
H42 4.152 -4.116 -3.408  0.6271
H43 -3.092 4.348 -0.328  0.3029

[3]
# C51H44AsLaP3S2

A molecular structure, C51H44AsLaP3S2 at a distorted geometry (ωB97M-V with the def2-TZVPD basis set, the Open Molecules 2025 dataset).

Values from the calculation:
Charge = +1
Calculated total energy = -164833.40079 eV
Energy above the lowest of the compared OMol25 structures with the same formula, charge and spin = 11.2 kcal per mole
LUMO level = -2.74 eV

Each line ends with the Mulliken charge.
Atoms and positions in Å:
La1 0.789 2.497 -0.069  1.5787
As1 0.005 -2.805 3.994  0.5120
S1 -1.747 1.605 -0.813  -0.4391
S2 1.722 4.811 -1.461  -0.6338
P1 -0.573 1.122 -2.410  0.9299
P2 1.335 -0.049 1.413  1.0195
P3 0.547 3.831 -2.806  1.3111
C1 -1.409 -0.468 1.637  -0.9590
C2 0.716 -3.960 5.401  0.1203
C3 -0.333 0.290 2.095  0.9817
C4 -1.648 -6.286 1.199  -0.4475
C5 1.605 -1.879 1.594  -0.8893
C6 -3.237 0.492 -6.085  -0.6151
C7 0.847 2.128 -2.509  -1.3671
C8 -3.710 0.158 -4.823  -0.8433
C9 4.459 1.844 4.222  -0.6278
C10 -3.816 5.169 -2.240  -0.5924
C11 -2.880 5.478 -1.264  -0.6820
C12 -0.773 -1.606 -1.819  -0.6282
C13 -1.940 -4.157 2.275  -0.1591
C14 1.077 -3.138 -1.751  -0.6075
C15 -1.640 0.901 -3.859  0.8572
C16 1.952 -2.090 -1.995  -0.7002
C17 -2.918 0.370 -3.707  -0.5686
C18 0.091 -5.386 2.593  -0.3163
C19 1.813 3.488 -5.253  -0.2510
C20 1.515 -5.564 7.538  -0.4384
C21 2.353 0.697 3.997  -0.4768
C22 -1.164 1.234 -5.122  -0.8161
C23 -2.094 4.159 -3.579  -0.3493
C24 1.469 -0.799 -2.168  -0.3881
C25 2.454 -4.843 6.821  -0.6780
C26 1.058 4.341 -4.459  0.5239
C27 -0.286 -2.892 -1.647  -0.6057
C28 0.099 -0.553 -2.095  1.0211
C29 -0.391 -6.399 1.779  -0.7890
C30 2.262 3.929 -6.489  -0.7885
C31 1.225 6.072 -6.111  -0.6543
C32 -0.585 1.449 2.832  -0.6058
C33 3.639 1.277 2.043  -0.8162
C34 -1.890 1.808 3.150  -0.7798
C35 -2.425 -5.166 1.453  -0.6515
C36 -3.422 4.509 -3.396  -0.6981
C37 2.056 -4.041 5.758  -0.0411
C38 -1.156 4.452 -2.591  0.3002
C39 1.974 5.219 -6.912  -0.4903
C40 3.331 1.270 4.795  -0.8028
C41 0.171 -5.483 7.196  -0.6800
C42 2.501 0.693 2.610  0.7896
C43 -1.552 5.118 -1.436  -0.8005
C44 -0.672 -4.248 2.842  0.2814
C45 4.617 1.849 2.845  -0.6999
C46 -0.223 -4.681 6.138  -0.5454
C47 -2.948 1.022 2.725  -0.8946
C48 -2.704 -0.115 1.967  -0.7453
C49 0.763 5.636 -4.881  -0.4528
C50 -1.969 1.037 -6.233  -0.4522
C51 1.696 -2.535 2.981  -1.3011
H1 -0.811 5.399 -0.696  0.5873
H2 -0.172 1.656 -5.230  0.3759
H3 3.503 -4.899 7.086  0.3967
H4 -1.837 -1.413 -1.746  0.2882
H5 1.828 -6.189 8.364  0.3785
H6 -3.297 0.156 -2.715  0.4381
H7 3.016 -2.279 -2.065  0.4752
H8 0.860 -2.372 0.964  -0.0219
H9 1.065 -5.492 3.058  0.3576
H10 -3.863 0.341 -6.955  0.4199
H11 1.008 7.078 -6.445  0.4135
H12 5.495 2.294 2.397  0.4601
H13 -2.076 2.703 3.730  0.4695
H14 2.397 -1.990 3.611  0.7171
H15 -3.963 1.301 2.975  0.4219
H16 2.802 -3.478 5.208  0.2571
H17 2.142 0.014 -2.404  0.4476
H18 -4.145 4.261 -4.163  0.4653
H19 3.214 1.267 5.871  0.4552
H20 -0.567 -6.042 7.757  0.3935
H21 1.468 0.266 4.451  0.5034
H22 -1.227 -1.327 1.003  0.5848
H23 -1.774 3.672 -4.490  0.5957
H24 3.775 1.253 0.964  0.4973
H25 -3.414 -5.083 1.019  0.4370
H26 -3.180 6.003 -0.367  0.4555
H27 -1.607 1.310 -7.215  0.4671
H28 -4.700 -0.264 -4.707  0.4363
H29 -0.969 -3.705 -1.432  0.4481
H30 1.454 -4.148 -1.651  0.4304
H31 2.568 -2.016 1.095  0.6573
H32 -2.563 -3.299 2.495  0.4469
H33 0.210 -7.282 1.605  0.4399
H34 -3.535 -0.709 1.609  0.5040
H35 -1.273 -4.612 5.872  0.3677
H36 0.240 2.047 3.209  0.4588
H37 2.842 3.270 -7.122  0.4277
H38 0.185 6.289 -4.237  0.4180
H39 2.052 2.496 -4.888  0.3654
H40 2.119 -3.529 2.822  0.7690
H41 -2.026 -7.078 0.566  0.4125
H42 -4.850 5.456 -2.107  0.4179
H43 5.217 2.291 4.853  0.4176
H44 2.353 5.572 -7.862  0.3876

Q: Look up the calculated total energy of the first one.
A: -77768.16796 eV

Q: Which value of calculated total energy does entry 1 give?
A: -77768.16796 eV

Q: calculated total energy of number 2 (C51H43DyN5OS4Sb)?
A: -137046.09309 eV